[1]
Formula: C12H20INO7
Source: the OMol25 dataset
Level of theory: ωB97M-V with the def2-TZVPD basis set

```
41
Properties=species:S:1:pos:R:3:forces:R:3
H 2.356998 1.975738 -0.619643 0.024 0.029 -0.126
N 3.119499 1.655423 -0.020881 -0.020 0.190 -0.251
C 2.753987 0.679966 0.691186 0.223 0.113 0.435
C 3.708616 0.080423 1.657115 -0.280 -0.502 0.131
C 1.334102 0.129770 0.652126 0.404 0.972 -0.432
C 0.385155 1.054156 1.333096 -0.086 0.027 0.477
C -0.932978 0.922780 1.469045 0.262 -0.008 -0.410
C -1.685984 -0.316377 1.117105 -0.183 0.887 0.477
C -2.789500 -0.300808 0.071641 -0.735 -1.296 -0.100
O -3.506017 -1.256649 -0.044617 0.585 0.947 0.087
I -3.028692 1.344012 -1.269956 0.192 -0.030 -0.044
C -1.430202 2.246923 1.936346 -0.885 0.938 -1.456
O -2.455667 2.788350 1.625368 0.420 -0.666 1.200
O -0.369315 2.961345 2.473579 -0.034 -0.241 -0.381
C 0.765174 2.238104 2.165561 0.716 -0.859 1.695
O 1.779469 2.351406 2.791500 -0.419 0.563 -0.816
H 4.674807 0.554685 1.610962 0.274 0.078 -0.181
H 3.765347 -0.983149 1.442452 0.290 -0.224 -0.043
H 3.337936 0.163274 2.674008 -0.201 0.120 0.179
H 1.072644 0.240563 -0.396921 -0.213 -0.500 -0.348
H 1.220746 -0.908787 0.945988 0.123 -0.102 0.124
H -2.131967 -0.659280 2.047084 -0.446 -0.226 0.029
H -0.976445 -1.092026 0.852008 0.094 -0.159 -0.332
C 3.135639 -2.619458 -1.776017 0.211 0.186 -0.119
O 3.590614 -1.326224 -1.395321 -0.199 -0.193 0.057
H 2.360265 -2.912196 -1.073961 0.013 0.064 0.047
H 2.716554 -2.604548 -2.785988 -0.040 -0.100 0.017
H 3.949131 -3.348654 -1.731888 -0.076 -0.086 -0.006
H 4.277243 -1.062177 -2.011657 0.061 0.145 0.019
C 0.610984 -4.421927 0.658790 -0.101 0.070 0.282
O 0.983358 -3.231083 1.357546 -0.076 -0.033 -0.206
H 1.047725 -4.380282 -0.334141 0.012 0.026 0.002
H 0.989224 -5.305511 1.176927 -0.004 -0.045 -0.077
H -0.475184 -4.492693 0.566382 0.012 -0.062 -0.071
H 0.591888 -3.281257 2.232981 0.054 0.022 0.103
C -6.036830 3.615460 -3.204304 0.153 0.318 -0.120
O -4.801600 4.023728 -3.790891 -0.071 -0.248 0.099
H -5.995307 2.542817 -3.035071 0.068 -0.013 -0.029
H -6.189249 4.122326 -2.247990 -0.119 -0.093 0.026
H -6.867802 3.840790 -3.877727 -0.096 -0.084 0.097
H -4.854371 4.971057 -3.931802 0.092 0.077 -0.036
```
Positions in Å, forces in eV/Å.

Values from the calculation:
SMILES: [H]/N=C(/C)CC1=C(CC(=O)I)C(=O)OC1=O.CO.CO.CO
E_LUMO in eV: -0.7
HOMO in eV: -9.71
Net charge: 0
Kohn-Sham gap in eV: 9.02


[2]
Formula: C12H20IrN3O2S3
Source: the OMol25 dataset
Level of theory: ωB97M-V with the def2-TZVPD basis set

```
41
Properties=species:S:1:pos:R:3:forces:R:3
Ir 0.513592 0.773216 0.623314 -0.798 -0.704 -0.083
C -2.593979 1.965059 0.155617 -0.025 0.024 -0.243
C -1.632082 2.884651 -0.565705 -0.131 0.011 0.091
S -0.003742 2.952833 0.205267 0.259 0.174 -0.205
C -0.197183 3.674227 1.862655 -0.015 -0.074 0.164
C -0.721906 2.737841 2.941492 0.040 0.067 0.104
S 0.155747 1.131209 2.841773 0.555 0.332 -0.040
C -1.085156 -0.174631 3.070090 -0.008 0.003 0.256
C -2.313333 0.015099 2.213197 -0.032 -0.073 -0.011
S -1.792593 0.341779 0.481952 -0.258 -0.180 0.223
H -3.449022 1.761144 -0.489646 -0.024 -0.055 0.053
H -2.970619 2.384946 1.085002 0.079 0.005 0.022
H -2.005623 3.907012 -0.647847 -0.074 -0.027 0.054
H -1.427512 2.536638 -1.580638 0.042 0.020 0.006
H -0.780192 4.593875 1.790552 -0.092 -0.057 -0.039
H 0.822475 3.980997 2.107379 -0.011 0.044 -0.012
H -1.795391 2.570737 2.930462 0.000 0.035 -0.165
H -0.468937 3.164499 3.913520 -0.026 -0.103 0.053
H -1.296251 -0.270577 4.137276 -0.129 0.123 -0.022
H -0.539110 -1.073293 2.777018 0.044 -0.011 0.087
H -2.958890 0.824382 2.547499 0.030 0.018 0.004
H -2.913080 -0.895101 2.226219 0.020 -0.011 -0.109
O 1.338920 -1.132487 0.986533 -0.401 -0.408 0.106
N 1.466304 -2.018563 0.104259 0.056 0.386 -0.311
N 0.952969 -1.672025 -1.065130 -0.031 -0.224 0.363
O 0.241989 -0.591044 -1.195331 0.890 0.693 -0.092
C 1.104816 -2.574789 -2.112001 -0.072 0.084 0.038
C 1.979846 -3.696166 -1.961583 -0.004 -0.045 -0.031
C 2.102976 -4.564246 -3.006274 0.021 0.038 0.046
C 1.375036 -4.338538 -4.190846 -0.017 -0.063 -0.039
C 0.506691 -3.225938 -4.327654 -0.038 0.023 0.045
C 0.375310 -2.336352 -3.301968 0.030 -0.014 -0.056
H 2.541177 -3.833689 -1.049833 -0.029 -0.030 0.016
H 2.760906 -5.419071 -2.932302 0.007 0.004 -0.003
H 1.478066 -5.030379 -5.018342 -0.001 -0.004 0.004
H -0.056289 -3.100350 -5.242423 0.031 0.031 -0.015
H -0.274047 -1.477098 -3.370046 -0.007 -0.006 -0.002
N 2.598785 1.247577 0.748718 0.100 -0.061 -0.304
H 2.870864 2.008238 0.125712 0.040 0.015 0.034
H 3.190277 0.456079 0.495303 0.001 -0.002 0.011
H 2.898192 1.512295 1.686758 -0.022 0.018 0.001
```
Positions in Å, forces in eV/Å.

Values from the calculation:
Relative energy (zero: lowest compared OMol25 entry of this formula, charge and spin) in kJ/mol: 82.0
E_LUMO (spin up / spin down) in eV: -10.4 / -12.7
HOMO (spin up / spin down) in eV: -18.67 / -19.09
2S+1: 2
Net charge: +3
Kohn-Sham gap (spin up / spin down) in eV: 8.25 / 6.42


[3]
Formula: C12H20N2O
Source: the OMol25 dataset
Level of theory: ωB97M-V with the def2-TZVPD basis set

```
35
Properties=species:S:1:pos:R:3:forces:R:3
C -1.167779 -2.469383 2.239793 1.601 0.152 -2.345
C -0.012648 -2.398357 1.168444 -0.757 0.228 0.288
C 0.734056 -3.760943 1.238877 -1.848 1.135 -1.134
C -0.458570 -2.170265 -0.340321 -0.784 0.833 4.946
O -1.538528 -1.801098 -0.668902 -0.744 -0.047 -0.729
C 0.929071 -1.250040 1.777488 1.414 -3.921 -1.131
N 0.401582 0.026950 1.595666 1.486 -0.622 1.824
C 0.699424 0.704605 0.503539 1.025 0.945 -2.334
C -0.122781 1.522866 -0.144874 -1.717 1.044 1.009
C -1.389326 1.792966 0.526212 0.133 -0.734 -0.110
N -2.379650 1.909254 1.107883 0.247 0.115 -0.117
C 0.049665 2.214397 -1.446233 0.743 1.063 -0.388
C 1.541391 2.219459 -1.863948 -3.069 -3.464 -2.608
C -0.477744 3.709518 -1.319361 5.163 -1.149 -0.993
C -0.789532 1.471812 -2.475914 1.772 2.170 -0.781
H -1.942447 -2.873422 1.654210 -1.610 -0.845 0.170
H -1.454909 -1.547359 2.690496 -0.283 0.769 0.107
H -0.718076 -3.098961 2.961594 -0.346 -0.847 1.056
H 1.245850 -3.996522 0.346915 0.872 -0.003 -1.240
H 0.083286 -4.612380 1.388413 -0.249 -0.006 0.529
H 1.430626 -3.595212 1.979440 1.638 -0.513 1.943
H 0.379867 -2.300500 -0.914054 2.141 -0.458 -2.671
H 0.942274 -1.637800 2.834017 0.550 1.070 -0.717
H 1.949214 -1.424814 1.279311 -1.142 0.853 0.946
H -0.471484 0.098316 2.027619 -1.642 0.774 0.303
H 1.699944 0.592563 0.054881 -0.473 -0.421 0.502
H 1.528953 2.681895 -2.835522 0.560 0.562 -0.317
H 1.823222 1.117976 -2.097499 0.042 1.786 0.744
H 2.081657 2.695822 -1.153924 2.197 1.330 1.939
H -0.371998 4.173562 -2.304485 -0.313 0.130 0.243
H -1.401544 3.711959 -0.938164 -3.695 0.260 1.122
H 0.208077 4.216616 -0.597131 -0.563 -0.125 -0.544
H -1.732477 1.424956 -2.109570 -3.042 -0.963 1.171
H -0.377661 0.569810 -2.812939 0.431 -1.593 -0.021
H -0.921008 2.081753 -3.351959 0.261 0.494 -0.663
```
Positions in Å, forces in eV/Å.

Values from the calculation:
SMILES: CC(C)(C=O)CN/C=C(\C#N)C(C)(C)C
Relative energy (zero: lowest compared OMol25 entry of this formula, charge and spin) in kJ/mol: 200.2
E_LUMO in eV: 0.6
HOMO in eV: -8.25
Net charge: 0
Kohn-Sham gap in eV: 8.86


[4]
Formula: C12H20N2O4
Source: the OMol25 dataset
Level of theory: ωB97M-V with the def2-TZVPD basis set

```
38
Properties=species:S:1:pos:R:3:forces:R:3
C -3.641495 -2.707599 0.844037 0.499 0.625 -0.589
C -3.019763 -1.360146 0.447013 0.104 -0.182 0.642
C -1.566229 -1.509802 0.086635 0.524 1.281 -1.316
N -0.961266 -0.188816 -0.226143 0.135 0.255 -0.612
C 0.395251 -0.198415 -0.853354 -0.751 -0.344 1.539
C 1.501702 -0.527402 0.194404 -0.108 0.661 -0.865
C 2.863028 -0.799682 -0.422207 0.251 -0.500 0.489
N 3.409945 0.374389 -1.113125 0.461 0.931 -2.067
C 3.205002 0.744554 -2.425463 -2.096 -0.875 -1.206
O 2.435084 0.210811 -3.199160 0.807 0.071 0.289
C 3.971506 2.008380 -2.725723 0.390 0.439 0.448
O 4.565250 2.368062 -1.441676 -1.380 -1.382 0.021
C 4.122308 1.407125 -0.555048 1.490 -0.125 4.288
O 4.364068 1.398555 0.650678 -0.102 0.810 -2.355
C -1.116075 0.779961 0.876922 -0.583 -0.861 -1.305
C -2.612528 0.853966 1.235838 1.051 0.461 0.070
C -2.762428 1.772245 2.453459 0.064 -0.595 -0.946
O -3.121850 -0.432217 1.549777 -0.294 -0.464 -0.250
H -3.062419 -3.122411 1.645283 0.260 -0.375 0.526
H -4.646375 -2.550443 1.187532 -0.533 0.009 0.129
H -3.644277 -3.422687 0.001503 0.019 0.442 0.295
H -3.542561 -0.983751 -0.420506 -0.320 0.500 -0.301
H -1.050087 -1.954240 0.903629 0.515 -0.835 0.934
H -1.503060 -2.147171 -0.809112 0.202 0.139 0.259
H 0.396373 -0.950023 -1.638748 -0.004 -0.014 -0.144
H 0.566887 0.782906 -1.313996 -0.057 -0.211 0.100
H 1.601558 0.304118 0.899415 -0.018 -0.168 0.016
H 1.223091 -1.415479 0.741354 -0.181 -0.292 0.284
H 3.563784 -1.129033 0.365280 -0.076 0.647 -0.323
H 2.817993 -1.675034 -1.092450 -0.017 0.747 -0.302
H 4.761500 1.804668 -3.436280 0.305 -0.177 -0.101
H 3.370084 2.829325 -3.174862 0.104 -0.604 0.735
H -0.517323 0.488508 1.733970 0.023 -0.062 0.596
H -0.766255 1.763792 0.540309 -0.079 -0.129 -0.016
H -3.152074 1.247177 0.353877 0.111 -0.019 0.270
H -3.806725 1.789830 2.676070 -0.700 0.101 0.616
H -2.177213 1.355272 3.280921 -0.190 0.331 -0.072
H -2.464413 2.790706 2.179946 0.171 -0.234 0.221
```
Positions in Å, forces in eV/Å.

Values from the calculation:
SMILES: C[C@@H]1CN(CCCN2C(=O)COC2=O)C[C@H](C)O1
Relative energy (zero: lowest compared OMol25 entry of this formula, charge and spin) in kJ/mol: 57.5
E_LUMO in eV: 0.6
HOMO in eV: -8.31
Net charge: 0
Kohn-Sham gap in eV: 8.94


[5]
Formula: C12H20NO7S
Source: the OMol25 dataset
Level of theory: ωB97M-V with the def2-TZVPD basis set

```
41
Properties=species:S:1:pos:R:3:forces:R:3
C -2.809084 0.338252 2.425355 0.377 -1.062 0.332
C -1.590372 -0.741036 2.084914 -0.665 -1.936 -4.642
O -1.672412 -1.364541 0.906744 1.086 3.527 7.479
O -0.564223 -0.945331 3.118735 -2.045 1.283 -2.443
C 0.766297 -0.436988 2.663010 1.100 -0.331 -1.469
C 1.476060 -1.678632 1.859603 0.765 -0.710 -0.197
C 2.786183 -1.256709 0.962501 0.851 0.531 0.996
C 2.613835 0.156712 0.149843 -0.210 -0.233 -0.494
C 1.242837 0.260174 -0.763257 0.799 0.656 -0.442
C 1.501848 1.540307 -1.805454 -2.334 0.535 -3.843
C 0.760439 1.772206 -3.090734 3.133 0.578 3.297
C -0.464360 0.912812 -3.762821 0.196 2.358 1.185
S -0.075365 0.164857 -5.440052 0.967 -8.256 -1.710
O 1.338254 -0.462167 -5.559329 -4.009 3.619 0.890
O -1.088712 -1.025949 -5.648872 2.410 5.052 1.078
C 1.437011 3.138218 -3.692957 -0.872 3.183 -5.259
O 1.155645 3.776199 -4.832268 1.531 -4.530 7.499
O 2.515986 3.707302 -2.837920 -3.404 -4.665 0.599
C 2.567391 2.780290 -1.685592 4.154 2.690 3.801
O 3.440709 3.138565 -0.741120 -5.972 -3.004 -5.847
H -2.348843 1.351073 2.788261 -1.024 -2.011 -0.625
H -3.542621 0.457877 1.495954 1.967 -0.314 2.015
H -3.426123 -0.166710 3.308512 1.313 1.428 -1.617
H 0.555418 0.517654 2.016656 0.602 -1.883 1.084
H 1.460488 -0.102659 3.550935 -1.884 -0.855 -1.419
H 0.758228 -2.282332 1.151422 0.971 1.589 1.577
H 1.837831 -2.456894 2.689281 -0.820 1.712 -1.784
H 3.673576 -1.084440 1.741725 -1.780 -0.300 -1.789
H 3.162061 -2.145564 0.264545 -1.158 1.966 1.444
H 2.609917 1.074730 0.881863 0.182 -1.839 -1.424
H 3.517027 0.287606 -0.608840 -1.841 -0.275 1.811
H 0.268329 0.470417 -0.144234 1.962 -0.254 -1.156
H 1.035899 -0.752941 -1.359530 0.622 2.420 1.005
H -1.355067 1.686174 -3.937673 1.831 -1.819 0.306
H -0.802843 0.051182 -3.040356 0.800 1.551 -1.758
H -0.330423 1.063588 -6.513105 0.350 -0.254 1.529
N -4.482180 -2.348667 4.280874 -0.060 -0.093 0.041
H -4.770529 -3.329239 4.378539 0.041 0.122 -0.010
H -3.457183 -2.290040 4.297551 -0.075 -0.016 -0.028
H -4.831785 -1.976236 3.390160 0.081 -0.072 0.098
H -4.869144 -1.799123 5.057133 0.062 -0.088 -0.112
```
Positions in Å, forces in eV/Å.

Values from the calculation:
E_LUMO in eV: -4.6
HOMO in eV: -12.18
Net charge: +1
Kohn-Sham gap in eV: 7.54


[6]
Formula: C12H20O3
Source: the OMol25 dataset
Level of theory: ωB97M-V with the def2-TZVPD basis set

```
35
Properties=species:S:1:pos:R:3:forces:R:3
C 2.920775 3.100426 -0.384989 -1.083 -1.099 0.355
C 1.985011 1.921445 -0.133184 -0.651 -2.130 -1.785
C 1.413670 1.079106 -1.101815 1.959 2.967 1.959
C 1.594252 1.422719 -2.576612 -0.621 -0.379 0.166
C 0.600960 -0.121239 -0.701787 -0.035 0.719 0.128
O 1.294333 -0.801856 0.372622 -0.629 -0.925 0.759
C 0.613932 -1.746699 1.073868 0.150 -2.918 2.074
O 1.152698 -2.750570 1.575365 -0.326 2.945 -1.636
C -0.899210 -1.581302 1.418811 -0.596 0.164 -0.245
C -1.057885 -0.687115 2.685792 0.068 0.044 -0.962
C -1.570063 -2.927088 1.838056 0.522 -0.470 -0.906
C -1.574807 -0.997295 0.147336 -0.897 0.001 0.743
O -1.571576 -1.957530 -0.928764 -0.110 -0.024 0.364
C -0.840958 0.264233 -0.320958 -0.420 -0.666 -1.079
C -1.589941 0.892353 -1.519822 1.430 0.184 -0.609
H 3.128727 3.179348 -1.417950 0.259 0.200 -1.179
H 2.489485 4.036263 -0.060458 -0.119 0.285 0.260
H 3.858314 2.937843 0.122050 0.299 0.007 0.345
H 1.921413 1.598333 0.909732 -0.239 0.117 -0.236
H 1.269280 2.435507 -2.784641 0.141 0.339 0.075
H 2.615692 1.303208 -2.937215 0.087 -0.017 0.167
H 0.957435 0.816485 -3.217905 -0.005 -0.296 0.047
H 0.603978 -0.816271 -1.532400 -0.282 -0.194 -0.237
H -0.630809 -1.241070 3.518248 -0.089 0.183 0.150
H -2.114010 -0.440380 2.865205 0.215 -0.326 0.001
H -0.541139 0.252622 2.570096 0.305 0.358 0.093
H -1.264711 -3.253484 2.833359 0.266 0.104 -0.196
H -2.663722 -2.859302 1.882512 0.113 0.387 -0.190
H -1.314167 -3.746566 1.133864 -0.083 0.410 0.443
H -2.629796 -0.684288 0.383888 0.676 -0.431 -0.093
H -2.018865 -2.795367 -0.682581 0.388 0.982 0.087
H -0.847607 1.013487 0.465520 0.243 -0.112 0.328
H -2.635411 1.024620 -1.316007 -0.521 0.061 0.271
H -1.505254 0.239009 -2.408057 -0.049 0.318 0.372
H -1.150021 1.890415 -1.771183 -0.367 -0.791 0.167
```
Positions in Å, forces in eV/Å.

Values from the calculation:
SMILES: C/C=C(\C)[C@H]1OC(=O)C(C)(C)[C@H](O)[C@@H]1C
Relative energy (zero: lowest compared OMol25 entry of this formula, charge and spin) in kJ/mol: 39.1
E_LUMO in eV: 0.7
HOMO in eV: -8.92
Net charge: 0
Kohn-Sham gap in eV: 9.62